Entry 1:
Computed, not measured: C31H23Cl4CsN6O3SSe as an isolated structure, with ωB97M-V/def2-TZVPD.

Properties
Spin multiplicity   1
Total energy   -6410.09495 a.u.
Strongest force on any atom   0.7 eV Å⁻¹
Net charge   -2

Positions of all 70 atoms, in Å:
Cs  -2.07  -0.48  -2.52
Cl  -9.30  -1.64  -4.71
C  -7.73  -1.90  -3.99
C  -7.40  -3.12  -3.45
Cl  -8.55  -4.43  -3.47
C  -6.12  -3.31  -2.88
Cl  -5.69  -4.86  -2.20
C  -5.15  -2.30  -2.83
O  -3.98  -2.41  -2.34
C  -5.51  -0.99  -3.42
O  -4.61  -0.08  -3.39
C  -6.78  -0.85  -3.97
Cl  -7.18  0.71  -4.68
N  1.19  2.48  -3.56
C  -0.01  2.98  -3.92
N  -1.13  2.34  -3.89
C  -2.17  3.13  -4.39
C  -3.50  2.73  -4.49
C  -4.42  3.63  -5.02
C  -4.03  4.90  -5.44
C  -2.71  5.31  -5.34
C  -1.79  4.41  -4.82
S  -0.08  4.63  -4.56
H  1.29  1.60  -3.06
H  1.97  3.11  -3.45
H  -3.84  1.75  -4.17
H  -5.45  3.32  -5.09
H  -4.77  5.58  -5.84
H  -2.40  6.30  -5.66
C  3.80  -3.40  8.68
C  3.27  -2.51  7.59
C  3.71  -1.20  7.44
C  3.24  -0.39  6.43
C  2.27  -0.85  5.54
N  1.78  0.02  4.55
C  1.22  -0.32  3.31
O  0.39  0.40  2.80
N  1.75  -1.44  2.75
C  1.35  -2.08  1.56
C  1.71  -3.40  1.38
C  1.37  -4.04  0.19
C  0.67  -3.31  -0.76
N  0.30  -2.05  -0.58
C  0.64  -1.43  0.55
C  1.79  -2.16  5.70
C  2.30  -2.97  6.70
H  4.52  -2.88  9.30
H  4.29  -4.28  8.26
H  2.99  -3.76  9.33
H  4.47  -0.81  8.12
H  3.62  0.62  6.30
H  1.51  0.94  4.84
H  2.50  -1.88  3.25
H  2.27  -3.93  2.15
H  1.64  -5.07  0.01
H  0.38  -3.77  -1.70
H  0.36  -0.40  0.65
H  1.01  -2.53  5.05
H  1.91  -3.97  6.81
Se  2.98  0.19  -1.60
C  3.89  1.78  -1.15
C  5.29  1.88  -1.15
C  5.91  3.06  -0.82
N  5.27  4.19  -0.48
C  3.94  4.11  -0.49
C  3.22  2.97  -0.80
H  5.88  1.01  -1.41
H  7.00  3.12  -0.82
H  3.41  5.02  -0.21
H  2.14  2.98  -0.75

Entry 2:
Computed, not measured: an isolated ion of composition C4H8N3O and charge +1 in a non-equilibrium geometry, with ωB97M-V/def2-TZVPD.

Properties
Spin multiplicity   1
SMILES   CCc1noc[n+]1N
Total energy   -396.35159 a.u.
Strongest force on any atom   3.5 eV Å⁻¹
Net charge   +1

Positions of all 16 atoms, in Å:
C  -1.50  0.58  -0.73
C  -0.69  0.60  0.56
C  0.74  0.69  0.33
N  1.52  1.60  0.75
O  2.82  1.36  0.53
C  2.85  0.10  0.03
N  1.65  -0.32  -0.28
N  1.13  -1.51  -0.70
H  -1.23  -0.31  -1.26
H  -1.35  1.41  -1.42
H  -2.57  0.35  -0.31
H  -0.94  -0.39  1.11
H  -0.93  1.47  1.20
H  3.73  -0.45  -0.28
H  0.14  -1.36  -0.83
H  1.67  -2.02  -1.36

Entry 3:
Computed, not measured: a 2-piece molecular cluster, C7H5Cl2OPS overall in a non-equilibrium geometry, with ωB97M-V/def2-TZVPD.

Properties
Spin multiplicity   1
Total energy   -2004.88893 a.u.
Strongest force on any atom   4.1 eV Å⁻¹
Net charge   0

Positions of all 17 atoms, in Å:
C  -2.34  -0.78  -0.29
C  -1.45  -1.21  0.66
C  -2.09  0.41  -1.01
C  -0.34  -0.52  0.90
C  -1.05  1.16  -0.64
C  -0.11  0.73  0.29
C  1.05  1.45  0.41
O  4.21  0.52  -0.48
P  3.01  -0.12  0.11
S  1.56  2.92  0.50
Cl  3.40  -1.51  1.54
Cl  2.42  -1.37  -1.37
H  -3.33  -1.28  -0.52
H  -1.75  -2.17  1.10
H  -2.94  0.70  -1.61
H  0.39  -0.87  1.66
H  -0.63  1.95  -1.27

Entry 4:
Computed, not measured: C18H36CuO26S6 as an isolated structure in a non-equilibrium geometry, with ωB97M-V/def2-TZVPD.

Properties
Spin multiplicity   2
Total energy   -6693.11984 a.u.
Strongest force on any atom   2.1 eV Å⁻¹
Net charge   0

Positions of all 87 atoms, in Å:
Cu  2.20  -1.40  1.42
S  -0.03  -0.60  0.08
O  0.76  0.07  1.19
O  0.05  0.03  -1.21
O  0.84  -1.88  0.08
O  -1.35  -0.94  0.51
C  3.38  1.38  4.42
C  4.55  0.40  4.66
C  4.59  -0.44  3.39
O  3.23  -0.51  2.92
C  2.56  0.72  3.31
H  3.80  2.35  4.16
H  2.77  1.49  5.31
H  4.37  -0.27  5.50
H  5.50  0.90  4.82
H  5.04  -1.41  3.56
H  5.19  0.10  2.65
H  1.56  0.49  3.67
H  2.44  1.39  2.46
C  2.70  3.59  -2.32
C  2.83  5.06  -1.87
C  2.33  5.07  -0.42
O  1.63  3.85  -0.20
C  2.14  2.86  -1.09
H  3.65  3.18  -2.63
H  2.07  3.52  -3.21
H  2.16  5.67  -2.48
H  3.84  5.44  -2.00
H  1.65  5.89  -0.23
H  3.16  5.16  0.30
H  1.42  2.07  -1.33
H  3.02  2.46  -0.56
C  -0.84  -4.19  -1.97
C  -0.33  -5.27  -2.96
O  -0.72  -4.82  -4.27
S  -1.66  -3.53  -4.20
O  -3.00  -3.96  -4.09
O  -1.28  -2.60  -5.18
O  -1.12  -3.05  -2.79
H  -0.18  -3.89  -1.17
H  -1.80  -4.56  -1.60
H  -0.81  -6.23  -2.82
H  0.76  -5.32  -2.95
C  -3.59  -2.74  1.58
C  -4.49  -2.42  2.79
O  -4.88  -3.73  3.27
S  -5.18  -4.60  1.99
O  -6.38  -4.16  1.38
O  -4.96  -5.96  2.28
O  -3.93  -4.06  1.16
H  -2.53  -2.71  1.84
H  -3.74  -2.05  0.75
H  -5.39  -1.90  2.47
H  -4.00  -1.93  3.62
C  2.33  -2.13  -2.79
C  2.40  -0.64  -3.04
O  3.25  -0.54  -4.20
S  2.78  -1.68  -5.22
O  3.88  -2.17  -5.94
O  1.64  -1.20  -5.90
O  2.36  -2.74  -4.10
H  1.40  -2.45  -2.32
H  3.17  -2.54  -2.22
H  2.91  -0.09  -2.26
H  1.42  -0.20  -3.25
C  -1.51  2.34  -2.66
C  -1.34  3.32  -1.49
O  -2.55  4.06  -1.39
S  -3.50  3.88  -2.65
O  -3.33  5.01  -3.48
O  -4.80  3.50  -2.23
O  -2.79  2.59  -3.24
H  -1.55  1.31  -2.33
H  -0.71  2.42  -3.40
H  -0.56  4.05  -1.72
H  -1.01  2.81  -0.59
C  -2.98  1.24  2.83
C  -1.59  0.80  3.29
O  -1.57  1.07  4.69
S  -2.96  0.54  5.26
O  -3.33  1.33  6.37
O  -2.94  -0.87  5.40
O  -3.82  0.93  3.99
H  -3.31  0.67  1.97
H  -3.09  2.31  2.74
H  -0.75  1.30  2.81
H  -1.53  -0.27  3.07

Entry 5:
Computed, not measured: a 2-piece molecular cluster, C2H2ClF2I overall in a non-equilibrium geometry, with ωB97M-V/def2-TZVPD.

Properties
Spin multiplicity   1
Total energy   -1034.85336 a.u.
Strongest force on any atom   3.5 eV Å⁻¹
Net charge   0

Positions of all 8 atoms, in Å:
C  0.36  0.10  -0.64
C  -0.46  0.05  0.60
F  0.75  -1.14  -1.13
F  -0.23  1.15  1.43
Cl  -0.01  -1.40  1.52
I  -2.62  0.01  0.08
H  -0.13  0.57  -1.44
H  2.34  0.65  -0.42

Entry 6:
Computed, not measured: C32H24ClN4O7ReS as an isolated structure in a non-equilibrium geometry, with ωB97M-V/def2-TZVPD.

Properties
Spin multiplicity   2
Total energy   -2915.97208 a.u.
Strongest force on any atom   3.5 eV Å⁻¹
Net charge   +1

Positions of all 70 atoms, in Å:
Re  -3.43  -0.23  0.59
Cl  2.38  2.27  4.32
C  0.94  1.58  3.68
C  0.13  0.80  4.52
C  -1.06  0.32  4.05
C  -1.50  0.57  2.73
O  -2.69  0.18  2.41
C  -0.63  1.29  1.86
C  -1.04  1.63  0.51
N  -2.29  1.43  0.10
C  -2.92  2.24  -0.84
C  -2.35  3.21  -1.65
C  -3.16  3.97  -2.51
C  -4.52  3.80  -2.56
C  -5.14  2.83  -1.74
C  -6.53  2.59  -1.72
C  -7.03  1.63  -0.88
C  -6.16  0.88  -0.09
N  -4.84  1.07  -0.09
C  -4.33  2.05  -0.90
C  0.56  1.81  2.38
H  0.44  0.61  5.54
H  -1.72  -0.26  4.68
H  -0.47  2.43  0.05
H  -1.29  3.39  -1.65
H  -2.69  4.72  -3.13
H  -5.13  4.40  -3.21
H  -7.17  3.16  -2.37
H  -8.09  1.43  -0.83
H  -6.53  0.10  0.56
H  1.17  2.46  1.76
O  -2.60  -6.09  -1.10
C  -2.73  -4.92  -0.92
C  -1.64  -3.91  -0.56
O  -0.46  -4.00  -0.79
C  -2.38  -2.75  -0.05
C  -3.73  -2.82  -0.43
O  -4.46  -1.77  -0.24
C  -4.06  -4.13  -1.00
O  -5.10  -4.55  -1.44
O  -1.95  -1.70  0.54
C  4.68  1.22  1.81
C  4.63  -0.22  1.32
C  3.24  -0.86  1.43
N  2.25  -0.24  0.57
C  1.45  -0.83  -0.31
S  0.10  0.01  -0.91
N  1.70  -2.06  -0.79
C  2.94  -2.70  -1.04
O  3.02  -3.89  -0.94
C  4.06  -1.84  -1.49
C  5.35  -2.34  -1.30
C  6.44  -1.62  -1.74
C  6.26  -0.40  -2.38
C  4.98  0.08  -2.60
C  3.88  -0.63  -2.15
H  5.69  1.60  1.73
H  4.36  1.29  2.85
H  4.04  1.86  1.21
H  5.31  -0.83  1.91
H  4.97  -0.26  0.29
H  2.88  -0.75  2.47
H  3.30  -1.92  1.20
H  2.01  0.71  0.82
H  0.90  -2.70  -0.94
H  5.46  -3.29  -0.81
H  7.44  -2.00  -1.58
H  7.11  0.16  -2.73
H  4.84  1.02  -3.12
H  2.88  -0.25  -2.35

Entry 7:
Computed, not measured: a 2-piece molecular cluster, C9H16 overall in a non-equilibrium geometry, with ωB97M-V/def2-TZVPD.

Properties
Spin multiplicity   1
SMILES   C=C(C)C1CC1.C=CC
Total energy   -352.36324 a.u.
Strongest force on any atom   6.1 eV Å⁻¹
Net charge   0

Positions of all 25 atoms, in Å:
C  -2.14  2.26  0.32
C  -1.90  0.96  0.23
C  -2.38  0.15  -0.94
C  -1.14  0.28  1.32
C  -1.44  -1.08  1.75
C  0.09  -0.69  0.82
H  -1.83  2.84  1.18
H  -2.72  2.79  -0.42
H  -2.97  0.77  -1.62
H  -1.55  -0.26  -1.51
H  -3.00  -0.69  -0.61
H  -0.78  0.95  2.08
H  -1.27  -1.35  2.78
H  -2.16  -1.68  1.21
H  0.86  -0.91  1.54
H  -0.07  -1.24  -0.10
C  3.48  -0.09  0.24
C  2.42  -0.13  -0.54
C  2.35  -0.62  -1.94
H  4.41  -0.57  -0.04
H  3.48  0.43  1.19
H  1.29  0.12  -0.01
H  2.10  0.19  -2.63
H  3.30  -1.07  -2.25
H  1.57  -1.38  -2.05

What is the net charge in the fourth record? 0

Which of these has the lowest strongest force on any atom? C31H23Cl4CsN6O3SSe

What is the net charge in the sixth record? +1

net charge of number 5 (C2H2ClF2I)? 0